Here is a molecular structure, C12H31BeClKMgNO6P from the Open Molecules 2025 dataset. Energies are from ωB97M-V/def2-TZVPD.

```
55
C12H31BeClKMgNO6P (ωB97M-V/def2-TZVPD)
C 3.42684 1.20110 1.74840
C 2.69447 0.50363 0.57949
C 2.11004 1.41501 -0.50447
C 0.60116 1.22746 -0.58065
N -0.12126 2.04242 0.45199
C -1.42007 1.49126 0.47819
O -1.42596 0.33873 1.09906
C -2.22990 -0.68598 0.38163
C -3.09532 -1.52104 1.34675
C -4.47380 -1.71557 0.72738
O -3.15306 -0.96730 2.64324
P -2.66650 2.69837 1.06774
C -2.45720 4.22714 0.12891
O -4.09462 2.13384 0.56889
H 3.57732 2.25640 1.57155
H 2.79800 1.13623 2.64920
H 4.43049 0.73741 1.95212
H 1.78888 -0.01330 1.01802
H 3.38662 -0.24967 0.13373
H 2.42429 2.45350 -0.40535
H 2.53192 1.05576 -1.42011
H 0.19137 1.40761 -1.57497
H 0.44047 0.16326 -0.42021
H 0.32430 1.87965 1.35433
H -1.49853 -1.30342 -0.14588
H -2.84406 -0.22365 -0.39231
H -2.64224 -2.50731 1.40905
H -4.38596 -2.43568 -0.08727
H -5.15824 -2.14711 1.45137
H -4.86951 -0.78697 0.31597
H -3.40565 -0.04216 2.59373
H -3.46263 4.59024 -0.08142
H -1.98241 4.97066 0.76428
H -1.94741 4.09688 -0.82651
H -4.68833 1.91496 1.29912
Be -2.47792 5.23916 -2.52594
Cl 6.32001 1.46637 2.21460
C 0.53167 -1.17756 -3.78473
C 0.06975 -2.03372 -2.60039
C -1.45550 -2.15770 -2.65666
O 0.47055 -1.38126 -1.43103
H 0.09410 -0.17493 -3.69995
H 1.61817 -1.12324 -3.73726
H 0.26753 -1.56135 -4.77352
H 0.46349 -3.04946 -2.77036
H -1.92732 -1.17128 -2.59762
H -1.81773 -2.77165 -1.82909
H -1.78897 -2.63066 -3.58415
Mg 2.78343 -1.36689 1.76775
O 3.85839 -4.36205 2.42933
H 3.07677 -4.88722 2.21275
K 2.58534 1.03470 -3.16473
O 6.06403 -2.06612 2.98104
H 5.70448 -2.93757 2.75599
H 6.85616 -2.22991 3.49898
```

Output
**Frontier orbital gap**: 2.8 eV
**Charge**: +1
**LUMO energy**: -6.3 eV
**Strongest force on any atom**: 0.076 Eh/bohr

---

Here is a molecular structure, C16H22N2OS from the Open Molecules 2025 dataset. Energies are from ωB97M-V/def2-TZVPD.

```
42
C16H22N2OS (ωB97M-V/def2-TZVPD)
O -0.18640 -0.11251 -0.54425
C -0.00118 -1.22230 -0.11079
N 1.12271 -1.64346 0.37972
H 0.91003 -2.66843 0.83407
C 2.27767 -1.23653 0.30373
C 2.67467 -0.82541 -0.91397
H 2.43665 -1.74651 -1.41316
H 2.12596 0.10794 -1.49378
C 4.17229 -0.40406 -1.11474
H 4.65656 -0.78340 -2.00029
H 4.67607 -0.83664 -0.24911
C 4.47666 1.14293 -0.92083
C 3.76235 1.60354 0.11245
H 4.29928 2.78369 0.53674
C 3.42407 0.96203 1.36016
C 2.07600 0.13376 1.49553
H 1.88178 -0.34509 2.41420
H 1.31564 0.75622 1.06971
H 3.41169 1.77843 2.25879
H 4.24369 0.37197 1.85021
H 2.74793 2.09338 -0.31103
H 5.51723 1.19840 -0.38182
H 4.46743 1.68818 -1.71319
H 2.88717 -1.72777 1.07435
C -1.34177 -1.97688 -0.21519
N -2.38922 -1.90692 -0.64493
H -3.19922 -2.78031 -0.42818
C -2.84182 -0.63730 -1.48012
C -3.89328 0.04544 -0.54423
C -3.25817 1.01323 0.26130
C -4.12616 1.94330 0.90835
C -5.53962 1.62192 0.76371
C -6.00184 0.71970 0.07100
C -5.21017 -0.23122 -0.73900
H -5.63373 -0.92414 -1.36893
H -7.05961 0.73548 0.03115
H -6.14048 2.26300 1.31836
H -3.72721 2.60738 1.87847
H -2.24051 1.23492 0.25119
H -2.10479 -0.11372 -1.64375
H -3.30255 -1.26837 -2.17651
S -1.36577 -3.41386 1.23466
```

Output
**Frontier orbital gap**: 7.9 eV
**Relative energy (zero: lowest compared OMol25 entry of this formula, charge and spin)**: 336.8 kcal/mol
**LUMO energy**: 0.3 eV
**Strongest force on any atom**: 0.370 Eh/bohr

---

Here is 3 unconnected molecules or ions with the total composition C2H10O2S from the Open Molecules 2025 dataset. Energies are from ωB97M-V/def2-TZVPD.

```
15
C2H10O2S (ωB97M-V/def2-TZVPD)
C -1.72985 -0.55883 -0.41956
C -0.79461 0.06359 0.59708
S -1.49489 1.61228 1.24335
H -2.05252 0.19108 -1.13990
H -2.56806 -1.04399 0.07437
H -1.17539 -1.32997 -0.94145
H -0.58965 -0.65432 1.39060
H 0.20736 0.19900 0.20388
H -2.69476 1.53204 0.66588
H 3.08172 -0.98946 0.25306
H 2.50188 -0.07832 1.31865
O 2.50227 -0.99148 1.02101
H 1.35777 1.29877 -0.96065
H 1.54007 0.18028 -2.05605
O 1.90866 0.56932 -1.25026
```

Output
**Frontier orbital gap**: 9.6 eV
**Relative energy (zero: lowest compared OMol25 entry of this formula, charge and spin)**: 10.0 kcal/mol
**LUMO energy**: 0.6 eV
**Strongest force on any atom**: 0.013 Eh/bohr

---

Here is 3 unconnected molecules or ions with the total composition C4H8O2 from the Open Molecules 2025 dataset. Energies are from ωB97M-V/def2-TZVPD.

```
14
C4H8O2 (ωB97M-V/def2-TZVPD)
C -1.84060 -0.50503 -0.13972
C -0.45549 -0.80436 0.35081
C 0.23256 0.01197 1.14263
O 1.47828 -0.29952 1.61130
C 2.13269 1.75322 -0.78802
O 2.36199 2.17891 0.23963
H -1.88168 -0.51585 -1.23587
H -2.18309 0.47927 0.19997
H -2.56280 -1.24891 0.21868
H 0.64393 -0.24487 -2.23697
H 0.00872 -1.74108 0.04803
H -0.17558 0.97037 1.46818
H 1.87405 0.49109 1.99332
H 0.36702 -0.52520 -2.87197
```

Output
**Frontier orbital gap**: 9.6 eV
**Relative energy (zero: lowest compared OMol25 entry of this formula, charge and spin)**: 59.5 kcal/mol
**LUMO energy**: 0.9 eV
**Strongest force on any atom**: 0.023 Eh/bohr

---

Repeat the third record exactly.
Here is 3 unconnected molecules or ions with the total composition C2H10O2S from the Open Molecules 2025 dataset. Energies are from ωB97M-V/def2-TZVPD.

```
15
C2H10O2S (ωB97M-V/def2-TZVPD)
C -1.72985 -0.55883 -0.41956
C -0.79461 0.06359 0.59708
S -1.49489 1.61228 1.24335
H -2.05252 0.19108 -1.13990
H -2.56806 -1.04399 0.07437
H -1.17539 -1.32997 -0.94145
H -0.58965 -0.65432 1.39060
H 0.20736 0.19900 0.20388
H -2.69476 1.53204 0.66588
H 3.08172 -0.98946 0.25306
H 2.50188 -0.07832 1.31865
O 2.50227 -0.99148 1.02101
H 1.35777 1.29877 -0.96065
H 1.54007 0.18028 -2.05605
O 1.90866 0.56932 -1.25026
```

Output
**Frontier orbital gap**: 9.6 eV
**Relative energy (zero: lowest compared OMol25 entry of this formula, charge and spin)**: 10.0 kcal/mol
**LUMO energy**: 0.6 eV
**Strongest force on any atom**: 0.013 Eh/bohr